No. 1
Formula: C4H3N3O
Source: OMol25
Level of theory: ωB97M-V/def2-TZVPD

Values from the calculation:
SMILES ... [H]/N=C(/C#N)[C@H](O)C#N
Strongest force on any atom ... 2.49 eV/A
DFT total energy ... -10712.1661 eV

The geometry in ORCA input format:
```
! wB97M-V def2-TZVPD RIJCOSX def2/J DEFGRID3
* xyz 0 1
O -0.517 -0.020 1.609
N -2.644 1.364 -0.371
N -0.165 -0.340 -1.992
N 2.573 0.867 0.467
C -0.435 -0.005 -0.824
C 1.566 0.324 0.454
C -1.703 0.741 -0.565
C 0.228 -0.385 0.488
H 0.663 -0.906 -2.156
H 0.452 -1.467 0.470
H -0.017 -0.172 2.419
*
```

No. 2
Formula: C36H53AsBrINO4P2RuS4
Source: OMol25
Level of theory: ωB97M-V/def2-TZVPD

Values from the calculation:
Strongest force on any atom ... 2.46 eV/A
DFT total energy ... -251362.9696 eV
Expectation value of S² ... 0.7851

The geometry in ORCA input format:
```
! wB97M-V def2-TZVPD RIJCOSX def2/J DEFGRID3
* xyz -2 2
I 2.282 0.854 1.340
Ru 0.417 0.424 -1.031
Br 3.695 -0.089 4.444
As 1.918 2.008 -3.354
S 2.621 0.285 -2.172
S 2.128 1.516 -5.425
S 3.021 3.779 -2.970
S -0.214 2.145 -2.918
P -0.404 2.698 0.683
P -1.686 -0.477 -2.077
O -1.085 1.359 0.761
O 0.776 2.817 -0.215
O -1.561 3.777 0.385
O 0.161 3.129 2.145
N 0.377 -1.982 -0.685
C 1.271 -2.568 0.227
C -2.027 3.213 3.288
C -0.323 -1.931 2.064
C -1.773 -4.935 -1.112
C -3.375 0.138 -1.614
C 3.240 -3.871 0.721
C 6.657 -1.313 1.860
C 4.125 -0.156 1.603
C 2.738 -3.292 -1.678
C -4.051 -5.268 -2.170
C -3.628 -0.155 -0.133
C 4.900 -0.424 0.480
C -2.730 5.815 0.299
C -0.374 -1.202 -4.364
C 4.651 -0.464 2.854
C -2.883 -4.399 -1.772
C 2.436 -3.218 -0.208
C -1.395 5.147 -0.034
C -3.470 1.636 -1.900
C -0.188 1.714 4.068
C 2.911 -3.927 2.068
C -1.138 5.225 -1.533
C 0.941 -2.596 1.597
C 0.076 4.193 4.244
C -0.511 3.055 3.409
C -0.703 -4.155 -0.738
C 5.906 -1.036 2.990
C 6.151 -1.003 0.607
C -2.857 -3.041 -2.049
C -0.257 5.838 0.717
C -1.645 -0.462 -3.940
C 3.733 -4.731 3.042
C 1.760 -3.272 2.488
C -1.775 -2.236 -1.715
C -0.655 -2.761 -1.033
C -2.869 -1.005 -4.672
H -1.166 6.267 -1.861
H -4.726 -4.727 -2.836
H -1.196 -2.539 1.804
H 6.282 -1.261 3.979
H 0.475 -0.906 -3.743
H -0.497 5.924 1.779
H -1.891 4.652 -2.075
H -4.476 2.006 -1.679
H 6.738 -1.204 -0.280
H 7.639 -1.759 1.964
H -1.524 0.588 -4.200
H -2.490 3.080 4.268
H -0.163 4.805 -1.772
H -2.885 0.362 0.475
H -4.621 0.197 0.165
H -0.142 5.152 3.774
H 0.890 1.602 4.188
H -0.341 4.187 5.253
H 4.142 -4.368 0.374
H -0.450 -0.962 1.578
H -0.501 -2.284 -4.255
H 0.132 -4.598 -0.209
H -2.678 6.880 0.068
H -2.762 2.179 -1.269
H -3.709 -6.166 -2.692
H -2.963 5.692 1.359
H -3.721 -2.601 -2.537
H 3.256 -5.695 3.242
H -4.629 -5.591 -1.299
H -0.311 -1.789 3.147
H 4.508 -0.174 -0.498
H 1.160 4.079 4.301
H 4.730 -4.918 2.644
H -2.716 -0.855 -5.744
H -0.546 0.898 3.437
H 3.832 -4.214 3.999
H -3.530 5.359 -0.286
H -2.278 4.203 2.906
H -3.564 -1.224 0.074
H 3.695 -3.785 -1.855
H -4.101 -0.405 -2.224
H 0.660 5.260 0.601
H -3.235 1.864 -2.942
H -1.759 -5.997 -0.882
H 1.491 -3.296 3.540
H 1.952 -3.848 -2.197
H -0.117 -0.966 -5.396
H 2.763 -2.295 -2.118
H -3.784 -0.480 -4.388
H -0.667 1.649 5.047
H -3.002 -2.074 -4.499
H -0.099 6.835 0.304
H -2.423 2.471 2.595
*
```

No. 3
Formula: C28H20CdN2O7S3
Source: OMol25
Level of theory: ωB97M-V/def2-TZVPD

Values from the calculation:
Strongest force on any atom ... 2.36 eV/A
DFT total energy ... -83744.4137 eV

The geometry in ORCA input format:
```
! wB97M-V def2-TZVPD RIJCOSX def2/J DEFGRID3
* xyz -2 1
Cd 2.809 0.345 -0.713
S -2.025 -0.379 0.079
S 3.109 2.208 0.925
S 4.101 1.625 -2.586
O 1.785 -4.562 0.903
O 4.570 -0.957 -0.419
O 4.435 -5.128 1.944
O -0.817 0.552 0.152
O 1.855 -1.609 -0.059
O 0.904 1.589 -1.494
O 6.329 -3.050 0.791
N 5.612 7.813 0.621
N 5.780 7.137 -3.522
C -1.573 -5.197 0.311
C -3.343 0.807 0.751
C 4.262 3.016 -1.614
C 4.140 -4.157 1.271
C 5.108 -3.058 0.715
C -3.130 -3.361 1.680
C -2.742 -5.621 0.898
C 3.881 3.263 -0.219
C 0.781 3.021 -1.384
C 5.219 6.798 0.223
C 4.877 5.555 -0.384
C 5.096 5.376 -1.773
C 4.790 4.118 -2.295
C -7.258 -0.495 -0.511
C -1.120 -3.904 0.443
C 2.711 -3.763 0.880
C -5.695 -0.042 1.270
C 4.301 4.501 0.333
C -3.570 -4.670 1.488
C 4.192 -2.008 0.202
C 5.520 6.389 -2.684
C -4.725 0.380 0.338
C -6.290 -0.141 -1.456
C -6.944 -0.374 0.834
C -1.863 -2.995 1.193
C -5.047 0.312 -1.039
C 2.798 -2.410 0.350
C -1.356 -1.607 1.354
H -3.242 0.709 1.853
H -1.709 -1.157 2.313
H -0.032 3.352 -2.008
H -5.470 -0.080 2.352
H -3.774 -2.644 2.250
H -0.263 -1.543 1.243
H 0.183 1.159 -0.959
H -6.490 -0.320 -2.525
H -0.964 -5.934 -0.250
H 1.659 3.428 -1.887
H -3.089 1.836 0.476
H -8.173 -0.970 -0.838
H -4.506 -4.921 1.955
H 4.050 4.743 1.403
H -0.168 -3.570 -0.007
H -7.694 -0.722 1.582
H 4.976 3.994 -3.356
H -4.303 0.521 -1.818
H 0.644 3.455 -0.382
H -3.102 -6.653 0.805
*
```

No. 4
Formula: C19H20N4O5S
Source: OMol25
Level of theory: ωB97M-V/def2-TZVPD

Values from the calculation:
SMILES ... CCn1c(=O)c(=O)[nH]c2cc(C(=O)N[C@H](C)c3ccc(S(N)(=O)=O)cc3)ccc21
Strongest force on any atom ... 0.83 eV/A
DFT total energy ... -47062.3137 eV

The geometry in ORCA input format:
```
! wB97M-V def2-TZVPD RIJCOSX def2/J DEFGRID3
* xyz 0 1
S -5.083 -1.659 3.615
O -1.749 0.388 -0.815
O -6.493 -1.735 3.359
O 6.463 2.599 -1.369
O 6.053 0.608 -3.273
O -4.508 -2.486 4.636
N -0.711 -1.538 -1.383
N 3.939 0.400 -2.540
N 4.311 2.400 -0.701
N -4.694 -0.062 3.987
C 0.795 1.451 -0.060
C -2.871 -2.283 2.140
C -0.728 -0.224 -1.055
C 2.003 2.105 0.055
C 4.544 3.466 0.265
C 5.389 2.052 -1.484
C 4.859 2.912 1.650
C -4.810 -1.602 0.894
C -2.776 -2.148 -0.268
C -2.170 -2.423 0.957
C -4.103 -1.740 -0.289
C -2.645 -1.944 -2.820
C 2.892 0.740 -1.710
C 3.080 1.766 -0.767
C 1.675 0.076 -1.809
C 0.617 0.421 -0.981
C 5.181 0.963 -2.516
C -1.936 -2.321 -1.520
C -4.188 -1.873 2.093
H -5.843 -1.294 0.901
H -5.482 0.554 3.870
H 0.169 -1.996 -1.546
H 1.569 -0.684 -2.569
H 3.676 4.128 0.283
H -1.966 -2.084 -3.658
H 2.096 2.886 0.789
H -1.139 -2.744 0.982
H -2.946 -0.901 -2.785
H -4.295 0.020 4.908
H 4.047 2.292 2.023
H 3.790 -0.327 -3.232
H 5.405 4.029 -0.102
H 5.020 3.733 2.344
H -3.517 -2.573 -2.975
H -2.424 -2.497 3.097
H -1.628 -3.373 -1.573
H -4.593 -1.516 -1.222
H 5.764 2.312 1.608
H -0.039 1.728 0.566
*
```

No. 5
Formula: C34H32N2O2S
Source: OMol25
Level of theory: ωB97M-V/def2-TZVPD

Values from the calculation:
Strongest force on any atom ... 3.89 eV/A
DFT total energy ... -53685.8920 eV

The geometry in ORCA input format:
```
! wB97M-V def2-TZVPD RIJCOSX def2/J DEFGRID3
* xyz 0 1
S 1.598 0.621 2.031
O 2.200 1.433 0.974
O 1.158 1.310 3.235
N 1.155 -2.605 0.563
N 1.522 1.966 -2.551
C -1.919 -0.469 -0.779
C -1.056 -0.595 2.202
C 5.418 -1.592 3.319
C 3.331 -0.511 3.914
C -2.994 -0.873 0.030
C -2.638 -2.025 3.349
C -4.692 -3.489 -2.121
C 1.051 4.490 -1.617
C -0.743 0.325 -0.139
C 0.303 0.728 -1.149
C 0.562 -1.598 0.676
C -0.015 3.542 0.400
C 1.822 0.654 -2.866
C 2.487 0.196 -3.994
C -3.814 -1.926 -0.363
C 3.861 -0.933 1.583
C 1.045 -0.170 -2.009
C -2.905 -1.762 -2.577
C -3.352 -0.897 3.753
C 4.541 -1.100 4.293
C 3.023 -0.409 2.561
C -2.001 -0.787 -2.139
C 5.068 -1.528 1.967
C -1.655 0.536 2.797
C 2.427 -1.176 -4.266
C 0.976 -1.528 -2.333
C -3.771 -2.388 -1.679
C -1.267 3.586 -1.785
C -0.193 -0.426 0.992
C -2.822 0.384 3.544
C -1.448 -1.877 2.624
C 1.682 -2.024 -3.435
C 0.094 3.407 -1.116
C 0.629 2.034 -1.531
H 2.072 4.329 -1.252
H 5.735 -1.924 1.199
H 3.572 -0.881 0.534
H 2.642 -0.122 4.662
H -4.144 -4.289 -2.629
H -1.178 1.256 0.249
H -5.462 -3.125 -2.814
H 0.714 5.457 -1.228
H 2.945 -1.583 -5.133
H 0.909 3.198 0.880
H -0.875 -2.757 2.330
H -0.168 4.599 0.660
H 1.923 2.753 -3.044
H -4.316 -1.000 4.259
H -1.161 3.555 -2.878
H 4.803 -1.157 5.351
H -2.905 -2.059 -3.627
H -1.341 -0.310 -2.862
H -3.306 1.276 3.950
H -5.193 -3.917 -1.249
H -1.684 4.562 -1.506
H -4.496 -2.405 0.345
H -0.864 2.982 0.807
H 1.053 4.571 -2.709
H 3.006 0.900 -4.640
H 6.374 -2.032 3.613
H -1.975 2.804 -1.480
H -1.208 1.525 2.658
H 1.633 -3.090 -3.660
H 0.372 -2.198 -1.732
H -3.002 -3.029 3.579
H -3.144 -0.414 1.010
*
```

No. 6
Formula: C5H12NS
Source: OMol25
Level of theory: ωB97M-V/def2-TZVPD

Values from the calculation:
Strongest force on any atom ... 3.33 eV/A
DFT total energy ... -17702.1248 eV

The geometry in ORCA input format:
```
! wB97M-V def2-TZVPD RIJCOSX def2/J DEFGRID3
* xyz -1 1
S 3.051 -0.202 -0.782
N -0.828 -0.068 0.334
C -1.928 -1.158 2.252
C -0.608 -0.399 1.811
C 1.381 -0.757 -0.384
C 0.505 1.641 -2.923
C 0.470 0.242 0.360
H -2.691 -0.393 2.402
H 0.849 1.205 0.737
H -1.722 -1.657 3.196
H 1.459 -1.679 0.187
H -0.308 2.345 -2.766
H 0.122 -1.198 1.992
H -2.230 -1.763 1.405
H 0.915 1.350 -1.961
H 1.263 2.060 -3.581
H 0.114 0.757 -3.430
H 0.767 -0.820 -1.283
H -0.580 0.493 2.433
*
```